The ion C4H6FN2 with charge +1 at a distorted geometry, computed with wB97M-V/def2-TZVPD.

XYZ file:
```
13
Properties=species:S:1:pos:R:3:lowdin_charge:R:1
C -0.694 -1.125 0.122 -0.01
C -2.058 -1.130 0.047 -0.05
C -1.231 1.122 -0.155 0.21
C 1.125 0.469 0.054 0.00
N -0.284 0.192 -0.020 -0.16
N -2.548 0.069 -0.132 0.02
F -3.807 0.603 0.145 0.07
H 0.086 -1.968 0.003 0.18
H -2.781 -1.975 0.125 0.18
H -1.433 2.198 -0.410 0.18
H 1.430 0.954 1.010 0.12
H 1.665 -0.447 -0.048 0.08
H 1.419 1.227 -0.848 0.17
```

Calculated values
SMILES: Cn1cc[n+](F)c1
energy: -364.97167 Ha
HOMO energy: -14.520 eV
charge: +1
E_LUMO: -4.95 eV

=====

A cluster of 8 separate species, C78H173N5O3P2 in total at a distorted geometry, computed with wB97M-V/def2-TZVPD.

XYZ file:
```
261
Properties=species:S:1:pos:R:3:lowdin_charge:R:1
C 0.601 1.759 5.109 -0.07
C 1.740 2.519 5.846 -0.22
C 2.136 1.903 7.232 -0.17
C 3.250 2.619 7.975 -0.11
N 3.997 1.887 9.130 -0.23
C 5.094 2.680 9.851 -0.07
C 4.845 2.505 11.346 -0.14
C 3.762 1.461 11.520 -0.14
C 2.987 1.542 10.183 -0.12
C 4.662 0.541 8.649 0.05
H 0.755 0.697 4.916 0.06
H 0.391 2.074 4.087 0.06
H -0.264 2.045 5.707 0.08
H 1.525 3.571 6.029 0.10
H 2.521 2.378 5.099 0.07
H 2.360 0.858 7.016 0.10
H 1.285 1.865 7.912 0.12
H 2.865 3.547 8.398 0.14
H 4.071 2.926 7.327 0.12
H 6.094 2.340 9.583 0.13
H 4.885 3.676 9.461 0.13
H 5.733 2.339 11.956 0.13
H 4.350 3.366 11.795 0.13
H 4.191 0.468 11.651 0.12
H 3.081 1.632 12.354 0.13
H 2.437 0.624 9.976 0.14
H 2.292 2.370 10.323 0.14
H 5.288 0.809 7.798 0.09
H 3.865 -0.114 8.297 0.09
H 5.189 -0.028 9.414 0.12
C -1.081 3.531 -1.239 -0.09
C 0.274 3.040 -1.776 -0.22
C 0.335 3.124 -3.355 -0.16
C -0.423 2.013 -4.142 -0.13
N -0.700 2.410 -5.587 -0.23
C -1.261 1.286 -6.488 -0.13
C -0.939 1.717 -7.915 -0.13
C 0.256 2.703 -7.821 -0.12
C 0.640 2.705 -6.329 -0.09
C -1.715 3.592 -5.679 0.05
H -1.222 4.526 -1.661 0.07
H -1.204 3.676 -0.165 0.07
H -1.872 2.902 -1.645 0.06
H 0.425 2.021 -1.421 0.09
H 1.079 3.649 -1.365 0.07
H 1.383 2.987 -3.622 0.06
H 0.093 4.125 -3.712 0.11
H -1.455 1.873 -3.819 0.11
H 0.092 1.054 -4.079 0.08
H -2.273 0.924 -6.305 0.13
H -0.702 0.412 -6.152 0.07
H -1.819 2.218 -8.321 0.11
H -0.770 0.806 -8.489 0.10
H -0.050 3.667 -8.229 0.12
H 1.096 2.399 -8.446 0.12
H 1.032 3.671 -6.013 0.13
H 1.192 1.827 -5.993 0.09
H -1.232 4.564 -5.575 0.10
H -2.345 3.567 -4.789 0.10
H -2.357 3.634 -6.559 0.11
C 2.597 -1.769 4.558 -0.10
C 4.035 -1.472 4.637 -0.24
C 4.399 -0.151 3.886 -0.17
C 5.882 0.116 4.038 -0.10
N 6.566 1.211 3.124 -0.20
C 6.562 0.863 1.617 -0.09
C 7.780 1.655 1.057 -0.12
C 8.778 1.391 2.163 -0.17
C 8.045 1.363 3.481 -0.10
C 5.757 2.544 3.347 0.04
H 2.183 -1.637 3.558 0.07
H 2.077 -1.122 5.265 0.06
H 2.318 -2.742 4.963 0.09
H 4.604 -2.325 4.269 0.11
H 4.434 -1.264 5.630 0.10
H 3.820 0.701 4.240 0.10
H 4.185 -0.130 2.817 0.11
H 6.400 -0.823 3.843 0.14
H 6.198 0.516 5.001 0.12
H 5.595 1.107 1.177 0.11
H 6.741 -0.211 1.579 0.13
H 7.607 2.731 1.090 0.11
H 8.140 1.214 0.127 0.13
H 9.709 1.956 2.166 0.14
H 9.159 0.374 2.072 0.13
H 8.311 2.280 4.006 0.14
H 8.413 0.535 4.086 0.14
H 4.714 2.491 3.035 0.08
H 6.267 3.324 2.782 0.09
H 5.860 2.798 4.402 0.10
C 3.215 5.799 5.117 -0.09
C 2.748 5.116 3.851 -0.27
C 3.205 5.797 2.592 -0.18
C 3.242 4.910 1.346 -0.09
N 3.765 5.558 0.015 -0.22
C 2.757 6.615 -0.574 -0.07
C 3.070 6.700 -2.057 -0.12
C 3.475 5.224 -2.507 -0.09
C 3.830 4.535 -1.144 -0.11
C 5.207 6.140 0.189 0.07
H 2.527 5.706 5.956 0.07
H 3.317 6.879 5.009 0.09
H 4.115 5.272 5.435 0.07
H 1.663 5.015 3.828 0.12
H 3.161 4.113 3.963 0.07
H 4.193 6.174 2.855 0.11
H 2.577 6.653 2.347 0.13
H 2.290 4.488 1.024 0.12
H 3.883 4.042 1.495 0.10
H 2.850 7.540 -0.005 0.14
H 1.803 6.121 -0.390 0.13
H 3.805 7.452 -2.346 0.12
H 2.137 7.012 -2.526 0.12
H 4.184 5.103 -3.326 0.12
H 2.632 4.582 -2.764 0.07
H 4.825 4.091 -1.111 0.11
H 3.121 3.738 -0.924 0.09
H 5.527 6.404 -0.819 0.11
H 5.669 5.385 0.826 0.09
H 5.124 7.056 0.774 0.10
C 4.568 -4.427 1.658 -0.08
C 3.673 -3.425 0.835 -0.22
C 4.452 -2.401 -0.055 -0.18
C 3.477 -1.633 -0.936 -0.10
N 4.092 -0.779 -2.095 -0.21
C 3.074 0.183 -2.756 -0.13
C 3.951 1.194 -3.447 -0.16
C 5.291 1.128 -2.727 -0.15
C 5.160 0.179 -1.594 -0.14
C 4.669 -1.777 -3.147 0.04
H 3.818 -4.993 2.212 0.07
H 5.262 -3.940 2.343 0.06
H 4.997 -5.124 0.939 0.08
H 3.141 -2.795 1.548 0.09
H 2.956 -4.027 0.277 0.11
H 5.088 -2.999 -0.708 0.11
H 5.104 -1.737 0.513 0.09
H 3.002 -0.875 -0.313 0.11
H 2.719 -2.271 -1.390 0.12
H 2.497 -0.421 -3.456 0.05
H 2.386 0.665 -2.062 0.11
H 4.012 0.972 -4.512 0.10
H 3.407 2.138 -3.419 0.09
H 6.185 0.794 -3.254 0.13
H 5.543 2.108 -2.320 0.10
H 6.072 -0.327 -1.279 0.13
H 4.684 0.658 -0.738 0.11
H 3.883 -2.532 -3.145 0.09
H 5.532 -2.190 -2.625 0.09
H 5.047 -1.448 -4.115 0.11
C -8.434 1.823 -1.875 -0.10
C -9.330 1.215 -0.762 -0.22
C -8.690 0.387 0.427 -0.20
C -8.236 -1.050 0.015 -0.25
P -7.545 -1.911 1.462 1.05
C -6.213 -0.913 2.339 -0.23
C -5.050 -0.293 1.541 -0.27
C -4.999 1.206 1.798 -0.25
C -3.650 1.907 1.411 -0.08
C -8.888 -2.311 2.677 -0.25
C -9.963 -3.295 2.152 -0.24
C -11.095 -3.775 3.105 -0.22
C -11.926 -2.598 3.694 -0.08
C -6.983 -3.554 0.932 -0.27
C -5.627 -3.563 0.241 -0.27
C -5.158 -4.978 -0.137 -0.25
C -4.815 -5.925 1.002 -0.09
H -8.155 1.075 -2.617 0.06
H -7.537 2.291 -1.470 0.06
H -9.015 2.550 -2.443 0.08
H -10.084 0.597 -1.250 0.10
H -9.962 2.008 -0.362 0.11
H -9.427 0.160 1.198 0.09
H -7.919 0.999 0.894 0.09
H -7.514 -1.104 -0.800 0.10
H -9.109 -1.655 -0.229 0.10
H -5.696 -1.512 3.089 0.11
H -6.802 -0.209 2.925 0.09
H -5.150 -0.325 0.456 0.10
H -4.076 -0.723 1.776 0.10
H -5.204 1.302 2.864 0.11
H -5.867 1.665 1.325 0.10
H -2.796 1.369 1.824 0.06
H -3.724 2.943 1.742 0.08
H -3.589 1.940 0.323 0.06
H -9.313 -1.309 2.720 0.07
H -8.413 -2.658 3.595 0.11
H -9.476 -4.207 1.807 0.09
H -10.399 -2.831 1.267 0.10
H -10.531 -4.272 3.895 0.10
H -11.687 -4.552 2.621 0.11
H -12.684 -2.738 4.464 0.08
H -12.421 -2.084 2.870 0.07
H -11.225 -1.864 4.092 0.06
H -7.751 -3.997 0.298 0.11
H -6.827 -4.163 1.822 0.10
H -4.915 -2.999 0.843 0.09
H -5.583 -3.000 -0.692 0.10
H -4.329 -4.788 -0.819 0.09
H -5.975 -5.319 -0.773 0.11
H -4.119 -5.462 1.702 0.08
H -4.524 -6.941 0.735 0.08
H -5.677 -6.114 1.642 0.07
C -1.917 -0.613 -0.086 -0.09
C -0.903 -1.449 -0.960 -0.21
C -1.661 -1.910 -2.273 -0.27
C -0.720 -2.628 -3.184 -0.33
P -1.395 -3.529 -4.649 1.12
C -3.168 -4.106 -4.223 -0.25
C -3.952 -4.621 -5.454 -0.23
C -5.470 -4.359 -5.220 -0.25
C -6.354 -4.905 -6.364 -0.09
C -0.229 -4.992 -4.859 -0.22
C -1.020 -6.260 -5.256 -0.25
C -0.131 -7.487 -5.149 -0.27
C 0.083 -7.961 -3.727 -0.10
C -1.254 -2.391 -6.145 -0.27
C -1.084 -3.147 -7.483 -0.26
C -1.167 -2.185 -8.666 -0.27
C -1.226 -2.964 -9.988 -0.10
H -2.868 -1.114 0.094 0.05
H -2.081 0.364 -0.541 0.06
H -1.370 -0.382 0.828 0.06
H -0.523 -2.326 -0.436 0.11
H -0.061 -0.805 -1.213 0.08
H -2.163 -1.031 -2.676 0.10
H -2.460 -2.563 -1.920 0.09
H -0.070 -3.296 -2.619 0.08
H -0.016 -1.909 -3.602 0.03
H -3.717 -3.361 -3.648 0.07
H -3.052 -4.842 -3.428 0.09
H -3.724 -5.662 -5.684 0.11
H -3.628 -3.995 -6.286 0.09
H -5.710 -3.324 -4.974 0.10
H -5.732 -4.889 -4.305 0.10
H -6.483 -4.180 -7.168 0.07
H -7.367 -5.212 -6.103 0.08
H -5.835 -5.739 -6.838 0.07
H 0.283 -5.037 -3.898 0.07
H 0.471 -4.624 -5.609 0.08
H -1.459 -6.130 -6.246 0.11
H -1.851 -6.540 -4.609 0.10
H 0.813 -7.153 -5.579 0.11
H -0.486 -8.311 -5.768 0.12
H 0.770 -8.805 -3.786 0.09
H -0.804 -8.384 -3.257 0.08
H 0.358 -7.130 -3.077 0.06
H -0.443 -1.689 -5.951 0.03
H -2.057 -1.677 -6.329 0.08
H -1.799 -3.952 -7.656 0.10
H -0.096 -3.607 -7.519 0.11
H -0.244 -1.613 -8.764 0.11
H -2.089 -1.603 -8.667 0.11
H -2.163 -3.454 -10.255 0.08
H -0.431 -3.708 -9.941 0.08
H -1.024 -2.357 -10.871 0.08
O 0.479 2.236 1.398 0.08
C 1.442 1.341 1.319 -0.94
O 1.135 0.229 1.743 -0.02
O 2.535 1.638 0.840 -0.05
H -0.099 1.534 1.704 0.08
```

Calculated values
energy: -4256.11482 Ha
HOMO energy (alpha / beta): -10.770 / -16.849 eV
⟨S²⟩: 0.7510
charge: +5
multiplicity: 2
E_LUMO (alpha / beta): -8.16 / -8.17 eV